[1]
Here is an isolated molecule of Cl2HPS from the Open Molecules 2025 dataset. Energies are from ωB97M-V/def2-TZVPD.

Cartesian coordinates (Å):
1 P -0.3813 0.1302 -0.7325
2 S 1.0894 -0.5510 0.6649
3 Cl -1.2261 1.8069 0.0426
4 Cl -1.5770 -1.2861 -0.0546
5 H 2.0950 -0.0999 0.0796

Calculated values
Max |F| ... 3.2 eV/A
HOMO-LUMO gap ... 10.054 eV
Charge ... 0
SMILES string ... SP(Cl)Cl
Energy relative to the best compared isomer or geometry (same formula, charge and spin) ... 1.2 kcal/mol

[2]
Here is a cluster of 2 separate species, C2H4FNO in total from the Open Molecules 2025 dataset. Energies are from ωB97M-V/def2-TZVPD.

Cartesian coordinates (Å):
1 C -1.1948 0.4616 -0.3158
2 C 1.4574 -0.5236 -0.7690
3 N -0.8910 0.4070 0.9878
4 O -2.0172 0.9591 -0.9999
5 F 1.7523 -0.8675 0.5250
6 H 0.9026 -1.2504 -1.3266
7 H 1.9186 0.3532 -1.2065
8 H -0.2923 -0.2168 1.4838
9 H -1.6356 0.6775 1.6213

Calculated values
Max |F| ... 2.7 eV/A
HOMO-LUMO gap (spin up / spin down) ... 8.367 / 8.732 eV
Charge ... 0
Energy relative to the best compared isomer or geometry (same formula, charge and spin) ... 90.1 kcal/mol

[3]
Here is a structure of composition C5H9NS from the Open Molecules 2025 dataset. Energies are from ωB97M-V/def2-TZVPD.

Cartesian coordinates (Å):
1 C 1.0942 1.7142 1.0581
2 C 0.3321 0.6940 0.5422
3 C -1.1373 -0.0704 -1.3425
4 C 0.4949 -1.5854 -0.2384
5 C 0.3502 -0.0604 -0.7594
6 N -0.7249 0.7225 1.4842
7 S 0.0754 1.9490 2.5142
8 H 1.9765 2.2579 0.8483
9 H -1.7360 -0.3093 -0.4822
10 H -1.1141 -0.6448 -2.2850
11 H -1.3586 0.8779 -1.7293
12 H 1.5490 -1.8296 -0.0152
13 H 0.0359 -2.3028 -0.9775
14 H -0.0125 -1.6506 0.6924
15 H 1.2594 0.3501 -1.3017
16 H -1.0842 -0.1124 1.9917

Calculated values
Max |F| ... 3.4 eV/A
HOMO-LUMO gap ... 8.680 eV
Charge ... 0
Energy relative to the best compared isomer or geometry (same formula, charge and spin) ... 56.8 kcal/mol

[4]
Here is a structure of composition C37H29KOPS4 from the Open Molecules 2025 dataset. Energies are from ωB97M-V/def2-TZVPD.

Cartesian coordinates (Å):
1 K -1.6624 -1.9905 0.0819
2 O 0.7080 -2.5432 0.0393
3 C 2.0021 -2.8552 0.3059
4 C 2.5376 -3.8927 -0.6839
5 C 1.8891 -4.3280 -1.7955
6 C 2.6529 -5.2482 -2.5688
7 C 3.8756 -5.4932 -2.0272
8 S 4.0999 -4.6161 -0.5705
9 C 2.1208 -3.4067 1.7275
10 C 3.1854 -3.5871 2.5579
11 C 2.8152 -4.1397 3.8180
12 C 1.4754 -4.3615 3.9102
13 S 0.6585 -3.8950 2.4757
14 C 2.8426 -1.5751 0.2319
15 C 2.4608 -0.4592 1.1588
16 C 2.4160 1.2460 -0.6567
17 C 3.3078 0.5727 -1.3806
18 S 3.6262 -1.1443 -1.2401
19 H 0.8981 -3.9731 -2.0340
20 H 2.3055 -5.7034 -3.4859
21 H 4.6497 -6.1472 -2.3957
22 H 4.1974 -3.3204 2.2835
23 H 3.5145 -4.3515 4.6155
24 H 0.9304 -4.7626 4.7500
25 H 1.8446 -0.8948 1.9539
26 H 2.3067 2.3126 -0.8093
27 H 3.9253 1.0595 -2.1249
28 C -2.7463 4.1615 4.2535
29 C -2.7250 4.5615 2.9254
30 C -2.2014 3.7226 1.9506
31 C -1.6983 2.4702 2.2923
32 C -1.7444 2.0701 3.6277
33 C -2.2536 2.9117 4.6042
34 P -1.0036 1.2807 1.0882
35 C -1.3332 2.0716 -0.5258
36 C -2.4125 1.6039 -1.2748
37 C -2.6911 2.1587 -2.5185
38 C -1.8974 3.1803 -3.0158
39 C -0.8253 3.6579 -2.2706
40 C -0.5450 3.1056 -1.0315
41 C 0.7915 1.4778 1.2711
42 C 1.3663 2.2970 2.2001
43 C 2.7215 2.3452 2.5929
44 C 3.7519 1.3988 2.3653
45 C 3.6735 0.1823 1.7710
46 C 1.5708 0.5520 0.3779
47 H -3.1535 4.8175 5.0128
48 H -3.1177 5.5306 2.6438
49 H -2.1910 4.0420 0.9163
50 H -1.3727 1.0884 3.9009
51 H -2.2753 2.5880 5.6372
52 H -3.0375 0.7975 -0.8981
53 H -3.5164 1.7671 -3.0998
54 H -2.1076 3.5981 -3.9928
55 H -0.2017 4.4536 -2.6601
56 H 0.2908 3.4734 -0.4472
57 H 0.7194 3.0069 2.7067
58 H 2.9945 3.1935 3.2114
59 H 4.7243 1.6742 2.7619
60 H 4.5813 -0.4101 1.7266
61 H 0.8575 -0.0901 -0.1540
62 S -4.5462 -1.5943 -0.9187
63 C -4.2596 -1.0540 -2.5580
64 C -3.0495 -1.2789 -3.2359
65 C -2.8311 -0.8235 -4.5269
66 C -3.8179 -0.1221 -5.2071
67 C -5.0308 0.1061 -4.5625
68 C -5.2448 -0.3466 -3.2712
69 H -2.2612 -1.8350 -2.7379
70 H -1.8755 -1.0153 -5.0018
71 H -3.6488 0.2335 -6.2157
72 H -5.8205 0.6469 -5.0731
73 H -6.1904 -0.1592 -2.7771

Calculated values
Max |F| ... 0.1 eV/A
HOMO-LUMO gap (spin up / spin down) ... 6.339 / 5.522 eV
Charge ... -1
Energy relative to the best compared isomer or geometry (same formula, charge and spin) ... 67.5 kcal/mol

[5]
Here is a structure of composition C20H28AlClF5N2O3Te from the Open Molecules 2025 dataset. Energies are from ωB97M-V/def2-TZVPD.

Cartesian coordinates (Å):
1 Al 0.0663 0.0014 0.0613
2 Cl 1.9686 -0.0441 -1.3226
3 N 0.3037 2.0276 0.0477
4 N 0.2377 -2.0335 0.0733
5 C -0.2694 2.8556 -0.8668
6 C -0.3299 -2.8534 -0.8532
7 C 1.1785 2.8710 0.8485
8 C 1.4676 4.0116 -0.1041
9 C 2.4514 2.1521 1.2524
10 C 0.4507 3.3964 2.0515
11 H 2.9528 1.7210 0.3634
12 H 2.2225 1.3328 1.9561
13 H 3.1326 2.8693 1.7503
14 H -0.4468 3.9815 1.7551
15 H 1.1025 4.0292 2.6706
16 H 0.0918 2.5634 2.6820
17 C 1.0714 -2.8916 0.9007
18 C 1.3476 -4.0533 -0.0301
19 C 0.3032 -3.3811 2.0947
20 C 2.3586 -2.2083 1.3171
21 H 2.8794 -1.7926 0.4320
22 H 3.0151 -2.9448 1.8202
23 H 2.1496 -1.3841 2.0196
24 H -0.6059 -3.9412 1.7867
25 H -0.0439 -2.5299 2.7069
26 H 0.9233 -4.0234 2.7346
27 O 0.1916 -4.0538 -0.9327
28 H 1.4136 -5.0425 0.4495
29 H 2.2359 -3.8790 -0.6776
30 O 0.2839 4.0390 -0.9750
31 H 2.3305 3.7998 -0.7744
32 H 1.5790 5.0034 0.3606
33 C -1.4277 2.5055 -1.7491
34 C -1.4513 -2.4885 -1.7768
35 C -1.2913 -1.1805 -2.5019
36 H -2.3539 -2.4385 -1.1222
37 H -1.5536 -3.3435 -2.4587
38 C -1.0618 0.0086 -1.7897
39 C -1.2835 1.2066 -2.4896
40 H -1.5628 0.0192 0.1673
41 C -1.6023 1.2330 -3.8836
42 C -1.7181 0.0243 -4.5562
43 C -1.8470 2.5068 -4.6206
44 C -1.6101 -1.1914 -3.8950
45 H -1.9405 0.0300 -5.6185
46 C -1.8636 -2.4564 -4.6443
47 H -1.9876 -2.2192 -5.7172
48 H -2.7878 -2.9696 -4.3151
49 H -1.0249 -3.1683 -4.5543
50 H -2.7706 3.0202 -4.2901
51 H -1.9680 2.2806 -5.6964
52 H -1.0060 3.2147 -4.5203
53 H -1.5576 3.3672 -2.4159
54 H -2.3024 2.4413 -1.0589
55 F -0.9900 -0.0108 5.4989
56 Te -0.2416 0.0235 3.6619
57 F 1.0772 1.3045 4.3251
58 F -1.6479 -1.2291 3.2377
59 F -1.5669 1.3819 3.3199
60 F 1.0069 -1.3538 4.2847
61 O 0.4641 0.0253 1.9353

Calculated values
Max |F| ... 4.5 eV/A
HOMO-LUMO gap (spin up / spin down) ... 4.633 / 2.985 eV
Charge ... -1

[6]
Here is a structure of composition C14H15ClFeNS4Te from the Open Molecules 2025 dataset. Energies are from ωB97M-V/def2-TZVPD.

Cartesian coordinates (Å):
1 Fe 2.6036 0.2845 0.1924
2 S 4.2186 1.2641 1.4021
3 S 4.4692 2.9705 0.1715
4 S 2.6234 3.4121 -0.4778
5 S 1.9574 1.6752 -1.3408
6 C -5.7558 1.7640 -0.1156
7 C -4.2421 1.3561 -0.1199
8 C -3.2787 2.3452 0.1283
9 C -1.9300 2.0791 0.2727
10 C -0.9848 3.2027 0.2479
11 C -1.5890 0.7165 0.3685
12 Te 0.2627 0.0647 1.4022
13 C -2.4970 -0.3597 0.0463
14 C -2.0444 -1.8228 -0.2121
15 C -3.8115 0.0196 -0.1812
16 H -6.3072 0.8739 0.2981
17 H -5.8939 2.1152 -1.1254
18 H -5.9600 2.5907 0.5723
19 H -3.5689 3.3777 0.1870
20 H -1.5726 4.0200 0.6334
21 H -0.6649 3.4157 -0.7860
22 H -0.1525 3.1377 0.9755
23 H -2.0526 -2.4108 0.6901
24 H -1.0274 -1.7149 -0.5159
25 H -2.7784 -2.2933 -0.8706
26 H -4.6171 -0.7474 -0.3494
27 Cl 2.0362 -4.8238 -0.9429
28 C 3.1940 -3.6402 -0.4614
29 C 4.4816 -3.9277 -0.0002
30 C 5.3847 -2.8363 0.1274
31 C 4.9229 -1.5628 0.0069
32 N 3.5972 -1.3696 -0.2437
33 C 2.7574 -2.3681 -0.4031
34 H 4.5295 -5.0111 0.3244
35 H 6.3693 -3.0137 0.5465
36 H 5.5837 -0.7549 0.1202
37 H 1.7375 -2.0282 -0.5676

Calculated values
Max |F| ... 2.7 eV/A
HOMO-LUMO gap (spin up / spin down) ... 5.414 / 5.800 eV
Spin multiplicity ... 5
⟨S²⟩ ... 6.03
Charge ... -1
Energy relative to the best compared isomer or geometry (same formula, charge and spin) ... 1.6 kcal/mol